(1)
Below is a structure of composition C6H9Cl2O3PPmRh at a distorted geometry, with properties calculated with wB97M-V/def2-TZVPD.

The calculation puts the LUMO energy (spin up / spin down) at -16.74 / -19.20 eV. The value obtained for the energy above the lowest of the compared OMol25 structures with the same formula, charge and spin is 0.0 kJ/mol. The spin multiplicity is 9. The largest force on an atom is 0.221 Eh/bohr. The calculation puts the HOMO energy (spin up / spin down) at -20.494 / -23.201 eV. The net charge is +4. For the orbital gap (spin up / spin down), the calculation gives 3.757 / 3.997 eV.

Atoms and positions in Å:
1 Rh 0.238 0.427 -6.756
2 Pm -0.024 1.302 -1.046
3 Cl -0.430 2.126 -5.247
4 Cl 1.410 -0.056 -2.448
5 C -0.757 -0.736 0.176
6 C -0.270 1.393 -8.249
7 C 0.650 -1.016 -7.756
8 O -1.419 -1.536 0.742
9 O -0.609 2.081 -9.116
10 O 0.906 -1.992 -8.343
11 C 1.531 3.517 2.306
12 P 0.879 1.896 1.643
13 C 1.470 0.661 2.898
14 C -0.942 1.892 2.152
15 H 2.630 3.685 2.208
16 H 1.353 3.610 3.403
17 H 1.063 4.453 1.905
18 H 1.208 -0.400 2.649
19 H 1.024 0.962 3.854
20 H 2.560 0.758 2.959
21 H -0.837 2.169 3.201
22 H -1.524 2.662 1.617
23 H -1.420 0.889 2.061

=====

(2)
Below is a cluster of 2 separate species, C6H9ClFN2 in total at a distorted geometry, with properties calculated with wB97M-V/def2-TZVPD.

The calculation puts the LUMO energy at -4.80 eV. The value obtained for the energy above the lowest of the compared OMol25 structures with the same formula, charge and spin is 421.0 kJ/mol. The largest force on an atom is 0.096 Eh/bohr. The calculation puts the HOMO energy at -11.606 eV. The net charge is +1. For the orbital gap, the calculation gives 6.810 eV.

Atoms and positions in Å:
1 C 0.099 1.589 -0.133
2 C 1.512 1.486 -0.040
3 C -0.859 0.607 -0.082
4 C -0.590 -0.710 -0.070
5 C 2.449 0.521 -0.158
6 C 3.514 -0.205 -0.389
7 N -4.206 -0.939 0.026
8 N 4.435 -0.671 0.545
9 F -1.608 -1.570 0.007
10 Cl -2.626 1.449 0.148
11 H -0.119 2.685 -0.141
12 H 2.055 2.378 -0.018
13 H -3.615 -0.250 0.393
14 H 3.658 -0.252 -1.387
15 H -3.868 -1.633 -0.629
16 H -5.019 -0.681 -0.509
17 H 5.140 -1.329 0.149
18 H -4.466 -1.462 0.881
19 H 4.113 -1.014 1.407

=====

(3)
Below is a structure of composition C6H9ClN3O2 at a distorted geometry, with properties calculated with wB97M-V/def2-TZVPD.

The calculation puts the LUMO energy at -4.29 eV. The value obtained for the energy above the lowest of the compared OMol25 structures with the same formula, charge and spin is 197.3 kJ/mol. The largest force on an atom is 0.107 Eh/bohr. The calculation puts the HOMO energy at -12.360 eV. The net charge is +1. For the orbital gap, the calculation gives 8.069 eV.

Atoms and positions in Å:
1 C 2.344 -0.671 -1.056
2 C 0.165 -1.258 -1.404
3 C 1.741 0.805 -0.236
4 C -1.795 0.196 -0.547
5 C -0.328 -0.101 -0.767
6 C -3.354 1.892 -0.213
7 N 1.441 -1.405 -1.640
8 N 0.454 0.856 -0.326
9 N 2.885 -1.597 0.485
10 O -2.615 -0.679 -0.467
11 O -1.939 1.446 -0.275
12 Cl 2.837 1.959 0.290
13 H 3.380 -0.742 -1.510
14 H -0.589 -2.025 -1.884
15 H -3.427 2.524 -1.033
16 H -3.461 2.405 0.689
17 H -3.948 1.026 -0.063
18 H -0.037 1.793 -0.122
19 H 2.620 -2.523 0.231
20 H 2.327 -1.211 1.183
21 H 3.919 -1.533 0.793

=====

(4)
Below is a cluster of 2 separate species, C6H9ClNO3 in total at a distorted geometry, with properties calculated with wB97M-V/def2-TZVPD.

The calculation puts the LUMO energy (spin up / spin down) at -0.30 / -2.34 eV. The value obtained for the energy above the lowest of the compared OMol25 structures with the same formula, charge and spin is 88.3 kJ/mol. The spin multiplicity is 2. The largest force on an atom is 0.051 Eh/bohr. The calculation puts the HOMO energy (spin up / spin down) at -9.395 / -9.928 eV. For the orbital gap (spin up / spin down), the calculation gives 9.097 / 7.589 eV.

Atoms and positions in Å:
1 C -0.371 -0.211 1.112
2 C 0.621 0.728 0.954
3 C 1.873 0.532 0.174
4 O 2.433 -0.551 0.227
5 H -1.232 0.148 1.685
6 C -0.102 -1.679 1.276
7 Cl 0.322 2.348 1.545
8 C 2.423 1.665 -0.644
9 H 0.386 -1.866 2.245
10 H -1.053 -2.227 1.298
11 H 0.541 -2.062 0.477
12 H 3.187 1.273 -1.323
13 H 1.626 2.172 -1.206
14 H 2.870 2.419 0.020
15 C -1.572 -0.123 -1.253
16 H -1.636 0.965 -1.248
17 H -0.818 -0.647 -1.836
18 N -2.827 -0.779 -1.193
19 O -3.789 -0.152 -0.762
20 O -2.883 -1.951 -1.547

=====

(5)
Below is a structure of composition C6H9CoF6N2O2PS3Sb, with properties calculated with wB97M-V/def2-TZVPD.

The calculation puts the LUMO energy (spin up / spin down) at -1.74 / -1.74 eV. The largest force on an atom is 0.010 Eh/bohr. The calculation puts the HOMO energy (spin up / spin down) at -7.783 / -7.780 eV. For the orbital gap (spin up / spin down), the calculation gives 6.039 / 6.039 eV.

Atoms and positions in Å:
1 Co -0.097 0.397 -0.714
2 S -0.769 5.250 0.919
3 Sb -0.667 3.149 1.653
4 S -1.250 2.210 -0.548
5 S 1.906 2.504 1.334
6 C 3.777 0.527 2.423
7 O 2.538 0.003 1.920
8 C 1.638 0.822 1.421
9 O 0.575 0.235 1.049
10 H 4.329 1.016 1.623
11 H 4.321 -0.338 2.786
12 H 3.589 1.234 3.228
13 F 1.716 1.113 -1.774
14 P 1.481 -0.036 -2.944
15 F 3.012 -0.354 -3.021
16 F -0.206 0.304 -2.676
17 F 1.047 -1.182 -3.938
18 F 1.502 1.062 -4.061
19 F 1.279 -1.082 -1.662
20 C -2.496 -0.238 1.753
21 C -2.343 -1.062 0.529
22 N -1.488 -0.888 -0.465
23 C -1.727 -1.871 -1.409
24 C -2.740 -2.651 -0.972
25 N -3.113 -2.127 0.247
26 H -1.520 -0.024 2.183
27 H -3.104 -0.761 2.489
28 H -2.975 0.709 1.505
29 H -1.151 -1.939 -2.315
30 H -3.216 -3.512 -1.404
31 H -3.847 -2.471 0.842